(1)
Below is a 6-piece molecular cluster, C24H30N6 overall at a distorted geometry, with properties calculated with ωB97M-V/def2-TZVPD.

- ΔE to the lowest compared entry with this formula, charge and spin (kJ/mol) = 355.5
- energy (eV) = -34310.156
- Kohn-Sham gap (eV) = 8.363
- SMILES string = c1cc[nH]c1.c1cc[nH]c1.c1cc[nH]c1.c1cc[nH]c1.c1cc[nH]c1.c1cc[nH]c1
- HOMO energy (eV) = -7.718

Each line ends with the Mulliken charge.
Geometry (Å):
1 C 3.332 4.791 -0.711  -0.157
2 C 2.916 5.229 -1.979  -0.457
3 C 3.944 4.827 -2.897  -0.452
4 N 4.883 4.207 -2.211  0.034
5 C 4.563 4.252 -0.850  -0.769
6 H 2.700 4.897 0.184  0.452
7 H 2.032 5.756 -2.234  0.397
8 H 4.013 4.915 -3.975  0.372
9 H 5.745 3.814 -2.622  0.227
10 H 5.236 3.819 -0.079  0.339
11 C -2.740 -0.770 -3.481  -0.485
12 C -4.058 -0.509 -2.968  -0.547
13 C -3.966 0.508 -1.869  -0.463
14 N -2.602 0.828 -1.884  -0.017
15 C -1.866 0.005 -2.748  -0.412
16 H -2.428 -1.550 -4.135  0.413
17 H -4.984 -1.065 -2.973  0.353
18 H -4.683 0.972 -1.179  0.429
19 H -2.123 1.508 -1.229  0.244
20 H -0.771 -0.018 -2.709  0.448
21 C 0.292 -2.709 -2.200  -0.585
22 C 1.183 -2.211 -1.210  -0.161
23 C 1.386 -3.109 -0.230  -0.962
24 N 0.493 -4.212 -0.403  -0.090
25 C -0.228 -4.046 -1.573  -0.647
26 H -0.049 -2.241 -3.139  0.542
27 H 1.646 -1.260 -1.324  0.707
28 H 2.056 -3.118 0.635  0.472
29 H 0.399 -5.021 0.276  0.284
30 H -0.978 -4.730 -1.916  0.411
31 C 2.558 -1.754 3.321  -0.668
32 C 1.766 -1.529 4.476  -0.635
33 C 0.723 -0.452 4.061  -0.554
34 N 1.040 -0.212 2.720  0.187
35 C 2.130 -0.911 2.310  -0.476
36 H 3.356 -2.487 3.209  0.433
37 H 1.861 -1.951 5.481  0.389
38 H -0.012 0.004 4.649  0.441
39 H 0.555 0.498 2.077  0.411
40 H 2.477 -0.791 1.267  0.545
41 C -3.661 -1.695 0.823  -0.580
42 C -3.145 -1.939 2.110  -1.189
43 C -1.706 -2.447 1.922  -0.456
44 N -1.570 -2.338 0.579  -0.475
45 C -2.693 -1.919 -0.097  -0.497
46 H -4.634 -1.406 0.523  0.578
47 H -3.630 -1.845 3.018  0.529
48 H -0.875 -2.736 2.615  0.376
49 H -0.688 -2.608 0.131  0.733
50 H -2.721 -1.943 -1.190  0.749
51 C -1.020 2.658 1.570  -0.624
52 C 0.120 2.580 0.720  0.374
53 C 0.128 1.195 0.183  -1.046
54 N -0.967 0.577 0.704  1.395
55 C -1.568 1.436 1.616  -0.704
56 H -1.274 3.628 2.089  0.365
57 H 0.883 3.343 0.527  0.306
58 H 0.864 0.700 -0.514  0.123
59 H -1.261 -0.436 0.537  -0.422
60 H -2.383 1.022 2.191  0.471

Cartesian forces (eV/Å) of the 2 atoms listed first:
C -1.2 0.8 0.4
C 2.0 -0.9 -2.0


(2)
Below is C24H31AsBF10N6O3S2Tm as an isolated structure at a distorted geometry, with properties calculated with ωB97M-V/def2-TZVPD.

- ΔE to the lowest compared entry with this formula, charge and spin (kJ/mol) = 378.3
- energy (eV) = -180364.446
- expectation value of S² = 3.76
- Kohn-Sham gap (alpha / beta) (eV) = 6.232 / 3.531
- HOMO energy (alpha / beta) (eV) = -11.266 / -11.267
- 2S+1 = 4
- net charge = +1

Each line ends with the Mulliken charge.
Geometry (Å):
1 Tm -0.042 0.734 -0.372  1.663
2 O 1.355 -0.948 0.090  0.058
3 S 1.850 -2.367 -0.053  0.100
4 C 2.857 -2.587 1.477  -1.216
5 C 1.998 -2.307 2.711  0.636
6 C 2.550 -1.254 3.676  -0.985
7 C 1.420 -0.564 4.424  -1.068
8 S 0.416 0.661 3.465  0.153
9 O 0.120 0.139 2.067  0.205
10 C 1.736 1.861 3.310  1.145
11 C 2.762 1.671 2.396  0.107
12 C 3.751 2.635 2.285  -1.413
13 C 3.695 3.784 3.060  -0.658
14 C 2.661 3.968 3.969  -0.635
15 C 1.678 3.001 4.101  -0.746
16 C 0.557 -3.518 0.459  1.135
17 C -0.620 -3.101 1.058  0.119
18 C -1.594 -4.038 1.366  -1.133
19 C -1.396 -5.378 1.067  -0.661
20 C -0.208 -5.791 0.485  -0.878
21 C 0.776 -4.861 0.184  -0.866
22 H 3.684 -1.884 1.366  0.633
23 H 3.237 -3.606 1.427  0.581
24 H 1.814 -3.235 3.253  0.562
25 H 1.034 -1.940 2.374  -0.878
26 H 3.146 -0.515 3.144  0.340
27 H 3.210 -1.723 4.409  0.453
28 H 1.793 0.055 5.243  0.642
29 H 0.714 -1.289 4.833  0.489
30 H 2.762 0.808 1.744  0.175
31 H 4.548 2.499 1.566  0.494
32 H 4.450 4.549 2.935  0.414
33 H 2.614 4.871 4.562  0.450
34 H 0.867 3.128 4.811  0.468
35 H -0.777 -2.058 1.284  0.434
36 H -2.516 -3.717 1.834  0.500
37 H -2.169 -6.101 1.290  0.428
38 H -0.051 -6.836 0.255  0.466
39 H 1.711 -5.184 -0.257  0.559
40 O 0.340 -2.158 -2.240  0.500
41 N 0.127 -3.118 -3.074  -0.423
42 C 0.980 -4.042 -3.326  1.123
43 C 0.596 -5.091 -4.225  -0.124
44 N 0.336 -5.974 -4.912  -0.293
45 C 2.307 -4.131 -2.772  -0.045
46 N 3.357 -4.194 -2.308  -0.347
47 C -4.906 2.276 0.344  -1.185
48 N -3.670 1.768 0.906  0.248
49 C -3.425 0.353 0.708  -0.999
50 C -2.621 2.606 1.221  0.410
51 N -1.414 2.169 1.001  0.563
52 N -2.914 3.826 1.735  0.096
53 C -3.981 4.010 2.716  -1.220
54 C -1.879 4.853 1.751  -1.128
55 H -4.978 1.930 -0.691  0.331
56 H -4.922 3.360 0.351  0.414
57 H -5.764 1.887 0.895  0.313
58 H -4.288 -0.206 1.076  0.506
59 H -2.535 0.048 1.249  0.007
60 H -3.303 0.128 -0.359  0.302
61 H -0.716 2.830 1.362  -0.261
62 H -4.571 3.105 2.833  0.391
63 H -4.639 4.830 2.425  0.331
64 H -3.543 4.256 3.686  0.380
65 H -1.203 4.742 2.607  0.339
66 H -2.363 5.824 1.822  0.378
67 H -1.292 4.825 0.833  0.327
68 F -1.247 -0.996 -0.752  -0.336
69 As -0.970 -0.633 -2.789  1.426
70 F -0.141 -1.058 -4.257  -0.406
71 F 0.575 0.334 -2.384  -0.475
72 F -1.659 0.997 -1.760  -0.604
73 F -2.015 0.221 -3.871  -0.364
74 F -2.122 -1.926 -2.841  -0.444
75 F 1.953 1.733 -0.643  -0.545
76 B 1.388 3.081 -0.701  0.534
77 F 1.089 3.417 0.629  -0.378
78 F 0.113 2.856 -1.311  -0.344
79 F 2.180 3.956 -1.325  -0.269

Cartesian forces (eV/Å) of the 2 atoms listed first:
Tm -0.3 1.9 4.3
O 0.2 -0.5 -0.3